The following is a DFT calculation (ωB97M-V with the def2-TZVPD basis set) of a 2-piece molecular cluster, C11H17N2O3 overall.

Cartesian coordinates (Å):
C 3.6101 0.0760 1.0530
N 3.5405 1.2006 2.0114
C 2.4091 2.0818 1.8006
N 1.1660 1.2886 1.7238
C 0.9096 0.4141 2.7165
C -0.2249 -0.3719 2.6853
C -1.0959 -0.2293 1.6111
C -2.3389 -1.0790 1.5602
O -3.2475 -0.8331 2.2748
O -2.3446 -2.0699 0.6803
C -0.8327 0.6899 0.6052
C 0.3226 1.4396 0.6863
H 4.6364 -0.0983 0.7591
H 3.2344 -0.8261 1.5273
H 3.0254 0.2325 0.1435
H 4.3727 1.7597 1.8729
H 2.5029 2.6962 0.9054
H 2.2865 2.7580 2.6429
H 1.6456 0.3622 3.5014
H -0.4174 -1.0745 3.4774
H -1.5493 -2.0557 0.1273
H -1.5133 0.7585 -0.2232
H 0.5943 2.1582 -0.0670
C -3.1082 -0.3145 -2.9425
C -1.7381 -0.9354 -2.8783
O -1.0939 -0.9552 -1.8447
C -1.1994 -1.5355 -4.1465
H -3.3885 0.0780 -1.9666
H -3.1158 0.4970 -3.6713
H -3.8409 -1.0633 -3.2443
H -1.1339 -0.7707 -4.9216
H -1.8629 -2.3290 -4.4923
H -0.2101 -1.9496 -3.9671

Forces on atoms 1 to 3 (eV/Å):
C -0.3 0.1 0.1
N -0.1 -0.1 -0.5
C 0.4 0.1 0.2

- M (g mol⁻¹) = 225.27
- calculated total energy (Eh) = -764.35201
- Kohn-Sham gap (eV) = 8.6
- total charge = +1
- LUMO level (Eh) = -0.160
- HOMO (eV) = -12.9852
- relative energy (zero: lowest compared OMol25 entry of this formula, charge and spin) (eV) = 0.000

=====

The following is a DFT calculation (ωB97M-V with the def2-TZVPD basis set) of one molecule with the formula C8H8O4.

Cartesian coordinates (Å):
C 0.8627 -2.1305 1.2892
C 0.0579 -1.1835 0.4948
C -1.0829 -1.6675 -0.1775
C -1.7227 -0.8699 -1.1067
O -2.7374 -1.3144 -1.8331
C -1.3747 0.4852 -1.3265
C -0.3406 0.9525 -0.5714
O -0.0805 2.3175 -0.6382
C 0.4012 0.1875 0.3360
C 1.6959 0.7892 0.9407
O 2.6737 0.1750 1.2580
O 1.6480 2.1102 1.1475
H 0.7701 -1.9955 2.3434
H 0.7612 -3.1795 1.1478
H 1.9048 -1.9013 1.1922
H -1.3426 -2.7189 -0.0820
H -2.9731 -2.2113 -1.5384
H -1.9620 1.1123 -1.9775
H -0.9981 2.7509 -0.5540
H 0.8276 2.4597 0.7239

Forces on atoms 1 to 3 (eV/Å):
C 1.1 0.5 0.7
C -0.8 0.5 -0.9
C 1.2 0.3 0.1

- M (g mol⁻¹) = 168.15
- calculated total energy (Eh) = -610.61384
- Kohn-Sham gap (eV) = 9.4
- SMILES = Cc1cc(O)cc(O)c1C(=O)O
- total charge = 0
- LUMO level (Eh) = 0.012
- HOMO (eV) = -9.0263
- relative energy (zero: lowest compared OMol25 entry of this formula, charge and spin) (eV) = 0.244

=====

The following is a DFT calculation (ωB97M-V with the def2-TZVPD basis set) of a 2-piece molecular cluster, C6H12N2 overall.

Cartesian coordinates (Å):
C -2.5118 1.0864 1.0303
C -1.7868 -0.2484 1.2161
C -0.7662 -0.6796 0.4424
N -0.2944 -1.8479 1.1032
C -1.0216 -1.9233 2.2367
N -1.8863 -0.9376 2.3848
H -2.5013 1.4304 -0.0073
H -1.8737 1.8534 1.5169
H -3.4995 1.1266 1.5215
H -0.3252 -0.4352 -0.4904
H 0.3769 -2.5695 0.9150
H -0.8523 -2.5830 3.0787
C 1.8881 0.9056 -1.0998
C 2.4658 0.5559 -2.5321
H 2.6520 1.1785 -0.3859
H 1.1359 1.6990 -1.2640
H 1.2297 0.0149 -1.0222
H 2.9963 1.4067 -2.9561
H 1.5103 0.3259 -3.0692
H 3.0642 -0.3588 -2.6185

Forces on atoms 1 to 3 (eV/Å):
C 1.0 0.1 0.6
C -0.4 2.7 -0.2
C 0.6 -2.6 0.2

- M (g mol⁻¹) = 112.18
- calculated total energy (Eh) = -345.29070
- Kohn-Sham gap (eV) = 9.5
- SMILES = Cc1c[nH]cn1.CC
- total charge = 0
- LUMO level (Eh) = 0.030
- HOMO (eV) = -8.6507
- relative energy (zero: lowest compared OMol25 entry of this formula, charge and spin) (eV) = 1.011

=====

The following is a DFT calculation (ωB97M-V with the def2-TZVPD basis set) of a 20-piece molecular cluster, C34H7Br2Cl76F9O5 overall.

Cartesian coordinates (Å):
O 4.3034 -0.8090 0.7289
C 5.0236 0.1693 0.7248
C 6.4394 -0.0133 1.1646
C 7.3339 0.9600 1.0486
C 6.8776 2.2672 0.5098
O 7.6641 3.1783 0.3299
C 5.4254 2.4919 0.2414
C 5.0817 3.9242 -0.1326
O 4.6460 4.1949 -1.2207
C 5.3556 4.9870 0.9712
F 6.4190 5.7200 0.6342
F 5.6880 4.3622 2.1192
C 4.1438 5.8876 1.3068
F 4.5706 6.7533 2.2374
F 3.2237 5.1137 1.8898
C 3.5743 6.7481 0.1263
F 4.4675 6.9705 -0.8338
F 3.2706 7.9578 0.6479
C 2.2306 6.2075 -0.4254
O 1.2550 6.1399 0.2838
O 2.1956 5.8626 -1.7528
C 4.5147 1.5241 0.3190
C 3.0588 1.7213 -0.0135
C 2.0707 1.0439 0.9710
C 0.9096 1.9756 1.2584
F 1.3285 3.0355 1.9782
Br 0.0467 2.5654 -0.4041
C -0.1999 1.2331 2.1319
F 0.3043 0.1946 2.7722
F -1.2217 0.8435 1.3739
Br -1.0173 2.4913 3.4016
H 6.7680 -0.9614 1.5767
H 8.3714 0.8831 1.3380
H 2.2183 4.8946 -1.7696
H 2.8595 1.2958 -1.0002
H 2.8262 2.7817 -0.0473
H 1.6160 0.1893 0.4690
H 2.5386 0.7169 1.8903
C -3.7952 -0.2156 -0.0989
Cl -5.2597 -0.8833 -0.8239
Cl -3.6587 1.4975 -0.5235
Cl -3.8583 -0.3846 1.6589
Cl -2.3836 -1.0891 -0.7143
C -3.1699 -4.6087 -3.2055
Cl -4.4304 -4.4786 -1.9774
Cl -3.6734 -5.7714 -4.4462
Cl -2.9033 -3.0301 -3.9679
Cl -1.6719 -5.1526 -2.4430
C -1.6004 5.6708 -2.3930
Cl -0.0786 6.4498 -2.8117
Cl -1.9638 5.9488 -0.6900
Cl -2.9212 6.2936 -3.3949
Cl -1.4351 3.9279 -2.6471
C -1.6527 9.2933 2.2247
Cl 0.0062 8.6969 2.1280
Cl -1.8873 10.1550 3.7517
Cl -1.9642 10.3910 0.8739
Cl -2.7729 7.9281 2.1405
C 0.8153 -7.5598 -4.4406
Cl 1.8259 -7.1620 -5.8336
Cl 0.9031 -9.2996 -4.1308
Cl 1.4002 -6.6823 -3.0201
Cl -0.8593 -7.1055 -4.7758
C -1.8915 -2.0774 5.0846
Cl -2.9598 -0.6970 4.7955
Cl -2.7847 -3.5855 4.8525
Cl -0.5540 -2.0119 3.9338
Cl -1.2763 -2.0018 6.7369
C -3.2401 -3.4779 9.8908
Cl -4.6988 -4.2655 10.5001
Cl -1.9719 -3.4835 11.1369
Cl -2.6553 -4.3520 8.4706
Cl -3.6159 -1.8087 9.4523
C -7.5478 -2.5847 -3.5920
Cl -5.9038 -2.0512 -3.9447
Cl -7.9583 -2.2066 -1.9073
Cl -8.6818 -1.7617 -4.6703
Cl -7.6636 -4.3314 -3.8399
C 4.2610 0.0123 5.0042
Cl 4.5054 0.9652 6.4692
Cl 4.3480 1.0787 3.5906
Cl 5.5095 -1.2265 4.8734
Cl 2.6752 -0.7617 5.0540
C -5.4143 4.8203 2.6527
Cl -4.5511 5.4528 1.2453
Cl -4.9477 3.1375 2.9238
Cl -5.0117 5.7823 4.0788
Cl -7.1512 4.9069 2.3455
C -8.6561 2.7566 -0.8740
Cl -9.5906 2.0133 -2.1768
Cl -8.2576 4.4235 -1.3074
Cl -9.6096 2.7502 0.6152
Cl -7.1642 1.8415 -0.6192
C -4.0643 -0.2061 -7.4612
Cl -3.5264 -1.2077 -6.1044
Cl -3.2248 -0.7106 -8.9314
Cl -5.8064 -0.4063 -7.6750
Cl -3.7005 1.4903 -7.1241
C -5.1259 -4.2058 14.5076
Cl -6.2175 -2.8432 14.2290
Cl -5.9999 -5.7220 14.2463
Cl -3.7705 -4.1081 13.3789
Cl -4.5267 -4.1506 16.1710
C 2.8472 -2.6141 -2.4239
Cl 3.6113 -3.5724 -1.1538
Cl 3.5463 -3.0384 -3.9892
Cl 1.1075 -2.9333 -2.4439
Cl 3.1121 -0.8930 -2.1056
C 2.5098 -9.4943 -9.4906
Cl 0.9821 -10.0931 -10.1404
Cl 2.7171 -7.8029 -9.9626
Cl 2.4851 -9.6127 -7.7295
Cl 3.8709 -10.4454 -10.1251
C 7.0163 -4.6421 2.6243
Cl 5.4665 -5.3364 2.1429
Cl 7.0630 -2.9341 2.1455
Cl 7.2001 -4.7601 4.3775
Cl 8.3304 -5.5122 1.8290
C 1.6912 -14.3433 -11.6158
Cl 2.0150 -14.0738 -13.3324
Cl 2.5168 -13.1064 -10.6623
Cl -0.0506 -14.2450 -11.3229
Cl 2.2771 -15.9458 -11.1504
C 8.6535 1.2535 -3.3674
Cl 7.6636 1.6028 -1.9394
Cl 8.7257 2.6887 -4.3915
Cl 10.2829 0.8133 -2.8470
Cl 7.9405 -0.0879 -4.2758
C -8.9453 9.0745 1.6293
Cl -8.7080 9.4251 -0.0876
Cl -8.2784 10.3954 2.5977
Cl -10.6741 8.9125 1.9637
Cl -8.1211 7.5631 2.0401

Forces on atoms 1 to 3 (eV/Å):
O -0.1 0.5 -0.1
C 0.0 -1.2 0.3
C 0.5 0.5 0.0

- M (g mol⁻¹) = 3520.64
- calculated total energy (Eh) = -42697.08028
- Kohn-Sham gap (eV) = 8.5
- total charge = 0
- LUMO level (Eh) = -0.079
- HOMO (eV) = -10.6747